No. 1
Entry from OMol25: a cluster of 12 separate species, C54H66F6O18 in total in a non-equilibrium geometry (ωB97M-V with the def2-TZVPD basis set).

LUMO energy: 0.52 eV
Energy above the lowest of the compared OMol25 structures with the same formula, charge and spin: 1.549 eV
Charge: 0
Total energy: -110223.6402 eV

CARTESIAN COORDINATES (ANGSTROEM)
C (-6.3192, 6.3332, 3.0391)
O (-5.1753, 5.9834, 2.3484)
C (-4.0221, 5.7615, 2.9986)
O (-3.9364, 5.7306, 4.2339)
O (-3.1335, 5.5876, 2.0827)
C (-1.8326, 5.1340, 2.3828)
H (-6.8118, 5.4661, 3.4790)
H (-6.9977, 6.7008, 2.2692)
H (-6.3171, 7.2197, 3.6733)
H (-1.5360, 5.2831, 3.4211)
H (-1.0296, 5.4849, 1.7346)
H (-1.9514, 4.0537, 2.2995)
C (-0.0676, -1.9680, 0.4562)
O (0.0042, -0.5811, 0.4657)
C (0.0386, 0.0780, -0.7473)
O (0.0592, -0.5865, -1.8376)
O (0.1178, 1.4294, -0.5814)
C (0.0900, 2.1504, 0.6091)
H (-0.2500, -2.1618, 1.5132)
H (0.7883, -2.5575, 0.1275)
H (-0.9225, -2.3738, -0.0847)
H (-0.8158, 1.8265, 1.1216)
H (0.1163, 3.2373, 0.5314)
H (0.8907, 1.8709, 1.2937)
C (0.5281, -7.0470, 4.5298)
O (0.5243, -7.2118, 3.1344)
C (0.4516, -6.2250, 2.2885)
O (0.2781, -5.0342, 2.6006)
O (0.6020, -6.7445, 1.0093)
C (0.9192, -5.8078, 0.0156)
H (1.1536, -6.1941, 4.7929)
H (1.0405, -7.8999, 4.9751)
H (-0.4996, -6.9621, 4.8830)
H (0.1467, -5.0390, 0.0365)
H (0.9109, -6.2072, -0.9986)
H (1.8952, -5.3460, 0.1642)
C (2.7061, 3.8719, 4.0227)
O (1.4548, 4.2959, 4.6323)
C (0.4420, 3.3862, 4.8828)
O (0.3501, 2.2424, 4.3561)
O (-0.5405, 4.0806, 5.5006)
C (-1.8247, 3.5755, 5.6666)
H (2.6360, 3.4540, 3.0185)
H (3.2914, 3.1787, 4.6269)
H (3.3182, 4.7654, 3.9003)
H (-2.2707, 3.3487, 4.6983)
H (-2.5552, 4.2451, 6.1206)
H (-1.6953, 2.7036, 6.3079)
C (-0.9559, 0.3488, -4.9463)
O (-1.1895, -0.2302, -6.2313)
C (-0.1658, -0.3968, -7.1519)
O (0.9821, -0.0470, -7.1157)
O (-0.6645, -1.0542, -8.1763)
C (0.2076, -1.7433, -9.0570)
H (-0.1978, -0.1617, -4.3524)
H (-1.8729, 0.5715, -4.4007)
H (-0.4645, 1.3011, -5.1457)
H (-0.1885, -2.0421, -10.0275)
H (0.6816, -2.6468, -8.6735)
H (0.9700, -1.0251, -9.3588)
C (3.6058, -2.6598, 0.7599)
O (3.2557, -2.1102, -0.4630)
C (3.1760, -2.8242, -1.5727)
O (3.3038, -4.0609, -1.6289)
O (2.9223, -1.9569, -2.5515)
C (2.9759, -2.4133, -3.8483)
H (4.5171, -3.2526, 0.6807)
H (2.7969, -3.2690, 1.1634)
H (3.8575, -1.8217, 1.4097)
H (2.3708, -1.7053, -4.4147)
H (2.5337, -3.3987, -3.9953)
H (4.0265, -2.4119, -4.1386)
F (0.4005, -4.8177, -7.7599)
C (-0.1488, -4.4808, -6.5428)
C (0.5031, -3.6272, -5.7285)
C (-0.0729, -3.2435, -4.5107)
C (-1.1808, -3.8881, -4.0735)
C (-1.8289, -4.8321, -4.8596)
C (-1.2816, -5.1450, -6.0901)
H (1.4912, -3.3227, -6.0402)
H (0.3409, -2.4938, -3.8526)
H (-1.6528, -3.4951, -3.1851)
H (-2.7879, -5.2266, -4.5578)
H (-1.7733, -5.6776, -6.8908)
F (5.1397, -0.4624, 5.0002)
C (3.9468, -1.0556, 4.6527)
C (3.8089, -2.3871, 4.4797)
C (2.5778, -2.9545, 4.0158)
C (1.4930, -2.1070, 3.7830)
C (1.6346, -0.7188, 4.0567)
C (2.8459, -0.2037, 4.5138)
H (4.7398, -2.9175, 4.6154)
H (2.4340, -4.0164, 3.8817)
H (0.6088, -2.5356, 3.3346)
H (0.8438, -0.0170, 3.8367)
H (2.9821, 0.8626, 4.6173)
F (-5.1630, -0.8841, -0.0460)
C (-4.7054, 0.0381, 0.8175)
C (-4.7971, 1.3548, 0.4949)
C (-4.3206, 2.3375, 1.3696)
C (-3.4932, 1.9722, 2.4606)
C (-3.3111, 0.5974, 2.6783)
C (-4.0038, -0.4196, 1.9480)
H (-5.3161, 1.6946, -0.3892)
H (-4.5296, 3.3953, 1.3075)
H (-3.0900, 2.6472, 3.2010)
H (-2.6204, 0.2301, 3.4229)
H (-3.7558, -1.4378, 2.2088)
F (1.8204, 5.5690, 1.0754)
C (2.1914, 6.8140, 0.7171)
C (1.9643, 7.8339, 1.6304)
C (2.3499, 9.1222, 1.3010)
C (2.8299, 9.3435, -0.0283)
C (2.9255, 8.2968, -0.9488)
C (2.6483, 7.0537, -0.5761)
H (1.5241, 7.6480, 2.5989)
H (2.3503, 9.9249, 2.0235)
H (3.0974, 10.3683, -0.2395)
H (3.2340, 8.4468, -1.9729)
H (2.7209, 6.3165, -1.3620)
F (3.9880, 2.2830, -0.0753)
C (3.6189, 2.4973, -1.3312)
C (2.9469, 1.5760, -2.0598)
C (2.5618, 1.7819, -3.3654)
C (3.1197, 2.9476, -3.9695)
C (3.6333, 4.0138, -3.1931)
C (3.8965, 3.7472, -1.8679)
H (2.7260, 0.7005, -1.4672)
H (1.9795, 1.0795, -3.9432)
H (2.9502, 3.1532, -5.0162)
H (4.0070, 4.9666, -3.5377)
H (4.3488, 4.5289, -1.2756)
F (-4.8147, -8.1508, 1.2482)
C (-4.4230, -6.9767, 0.7863)
C (-4.7521, -6.5523, -0.5195)
C (-4.2424, -5.4430, -1.1105)
C (-3.3162, -4.7249, -0.4285)
C (-2.9477, -5.0489, 0.8987)
C (-3.4709, -6.2006, 1.4319)
H (-5.4153, -7.1503, -1.1270)
H (-4.4957, -5.2211, -2.1366)
H (-2.9056, -3.8383, -0.8888)
H (-2.2657, -4.4091, 1.4390)
H (-3.0752, -6.5814, 2.3618)

Forces on the atoms, in the same order (eV/Å):
C -2.258 0.580 -0.212
O 1.356 0.074 -0.586
C -1.844 0.322 3.302
O 0.436 -0.091 -2.498
O 1.124 0.731 -1.433
C 0.447 -1.689 1.220
H 0.262 0.123 0.431
H -0.103 -0.365 -0.326
H 0.966 -0.407 0.607
H -0.228 0.558 0.022
H -0.672 0.362 -0.300
H 0.736 -0.105 -0.312
C -0.925 -1.670 0.931
O 0.355 2.526 -1.825
C 0.571 -2.263 -1.132
O -0.213 3.561 4.018
O 0.251 -1.843 -3.264
C -0.586 -1.090 2.597
H 0.131 -0.478 -0.137
H 0.395 0.701 -0.105
H -0.167 0.384 -0.257
H -0.203 0.472 0.296
H -0.069 -0.248 -1.012
H 0.323 -0.135 -0.197
C 0.348 0.664 0.550
O 0.240 -1.652 -0.881
C -0.182 2.277 -0.843
O 0.503 -2.433 -1.078
O -0.053 -0.164 2.349
C -0.338 1.635 -0.621
H -0.427 0.325 0.082
H -0.364 -0.239 -0.308
H 0.189 0.141 0.201
H 0.106 0.305 -0.105
H -0.076 -0.699 0.411
H 0.016 -0.079 0.166
C 0.171 0.001 -0.129
O -0.501 -1.403 0.591
C -0.517 -1.270 -3.272
O 0.417 3.616 2.361
O 2.411 1.122 -0.274
C -0.892 -1.800 0.027
H -0.711 -0.137 0.085
H -0.419 -0.042 0.309
H -0.360 0.181 0.290
H 0.214 -0.416 0.142
H 0.870 0.615 0.169
H -0.668 -0.328 -0.233
C 1.799 1.401 -0.643
O 0.562 -0.813 -1.123
C -0.385 0.027 0.960
O -0.041 0.418 1.197
O -1.975 -1.347 -0.560
C 1.751 0.819 -0.951
H -0.505 -0.626 0.062
H -0.057 -0.646 -0.393
H -0.128 0.416 0.171
H -1.255 0.251 0.471
H -0.197 0.271 0.651
H 0.437 -0.179 0.236
C 0.736 -0.731 0.911
O -0.370 1.348 -1.052
C 0.249 -2.463 0.409
O -0.308 2.922 -0.289
O -0.171 -0.151 2.067
C 0.047 -0.405 -1.596
H -0.078 -0.271 -0.127
H 0.053 0.061 0.144
H -0.410 -0.048 0.067
H 0.383 0.048 -0.273
H 0.224 -0.063 0.314
H -0.112 -0.054 -0.506
F -0.538 0.246 0.856
C -0.072 -1.379 0.114
C 1.154 1.093 0.408
C 1.038 -0.204 -0.373
C -1.500 0.306 0.368
C 0.174 0.006 -0.440
C -0.442 0.514 -1.427
H -0.002 0.550 -0.043
H 0.302 0.085 -0.180
H -0.057 -0.321 0.293
H 0.055 -0.226 0.021
H -0.374 -0.677 0.420
F -0.730 -0.869 -0.239
C -0.919 2.052 0.394
C 0.038 -1.487 -0.653
C 0.430 1.371 0.724
C 1.081 0.524 0.346
C 0.410 -0.743 -0.311
C -0.042 -0.279 -0.648
H -0.170 -0.713 0.019
H 0.312 -0.058 -0.127
H -0.170 0.115 0.274
H -0.148 -0.062 0.119
H -0.095 0.033 0.177
F -0.370 -0.028 -0.099
C 1.230 -1.657 0.835
C -0.601 1.908 0.217
C 1.258 -0.356 1.540
C -1.157 -1.535 -0.779
C -0.804 -0.945 -0.481
C 1.252 2.485 -0.046
H -0.150 -0.308 -0.120
H -0.177 0.031 -0.757
H -0.071 0.190 -0.400
H -0.017 0.216 0.351
H -0.490 -0.183 -0.381
F 0.046 -0.359 -0.028
C -0.601 0.442 -0.113
C 0.341 -0.142 0.141
C 0.873 -0.294 -2.294
C -0.459 0.382 1.690
C 0.645 3.158 -0.082
C -0.826 -2.616 0.711
H 0.062 -0.360 0.065
H -0.268 0.039 -0.054
H 0.125 -0.044 -0.468
H 0.092 0.369 -0.004
H -0.116 -0.632 0.471
F 0.044 -0.575 0.932
C 0.361 2.304 -1.095
C -0.743 -1.670 1.202
C 1.866 1.788 -0.840
C -1.581 0.719 0.155
C 0.407 -1.872 0.018
C 0.227 0.260 0.532
H -0.361 -0.522 -0.422
H 0.130 -0.120 0.067
H -0.079 -0.226 -0.184
H -0.328 -0.059 -0.675
H 0.100 -0.124 0.330
F -0.373 -0.342 0.393
C 1.315 2.072 -2.520
C -1.539 -2.309 0.869
C 0.349 -0.092 -0.404
C 1.074 1.652 1.500
C -0.590 0.338 -1.987
C -0.045 -1.124 1.482
H -0.237 -0.307 0.197
H -0.093 0.137 0.009
H 0.170 0.146 0.009
H 0.186 -0.224 0.092
H -0.121 0.100 0.369

These are the Löwdin partial charges, in e, on atoms 1 to 4:
1 C -0.0794
2 O -0.0062
3 C -0.5930
4 O 0.0991

***

No. 2
Entry from OMol25: an isolated molecule of C23H22BrClN2O4S in a non-equilibrium geometry (ωB97M-V with the def2-TZVPD basis set).

LUMO energy: 0.58 eV
Energy above the lowest of the compared OMol25 structures with the same formula, charge and spin: 0.034 eV
Charge: 0
Total energy: -128778.8055 eV

CARTESIAN COORDINATES (ANGSTROEM)
C (1.0549, -0.2861, 4.9681)
O (-0.0061, -0.1356, 4.0328)
C (-0.0983, 1.0378, 3.4013)
O (0.6579, 1.9581, 3.5725)
C (-1.3059, 1.0634, 2.4683)
N (-1.4946, -0.1110, 1.6463)
C (-0.5299, -0.2467, 0.5577)
C (-1.0248, -1.2592, -0.4546)
C (-2.3730, -1.6001, -0.4739)
C (-2.8849, -2.4731, -1.4154)
C (-2.0486, -3.0247, -2.3705)
C (-0.7069, -2.6927, -2.3768)
C (-0.1991, -1.8156, -1.4294)
Cl (1.4935, -1.4195, -1.5196)
C (0.8537, -0.5385, 1.0944)
C (1.1314, -1.7903, 1.6290)
C (2.3617, -2.0324, 2.2062)
Br (2.7128, -3.7450, 2.9537)
C (3.3337, -1.0479, 2.2742)
C (3.0511, 0.2028, 1.7604)
C (1.8160, 0.4710, 1.1799)
N (1.5255, 1.7570, 0.6654)
S (2.1969, 2.1455, -0.8456)
O (3.2286, 1.2081, -1.1812)
O (2.5191, 3.5396, -0.7816)
C (0.7997, 1.9019, -1.9274)
C (-0.4212, 2.4378, -1.5649)
C (-1.5397, 2.1511, -2.3275)
C (-1.4406, 1.3359, -3.4511)
C (-2.6617, 0.9588, -4.2287)
C (-0.1906, 0.8556, -3.8271)
C (0.9320, 1.1376, -3.0685)
H (0.7903, 0.2004, 5.9088)
H (1.9687, 0.1641, 4.5773)
H (1.1843, -1.3548, 5.1203)
H (-1.2224, 1.9441, 1.8284)
H (-2.1942, 1.1729, 3.1011)
H (-1.4812, -0.9433, 2.2294)
H (-0.4961, 0.7250, 0.0511)
H (-3.0175, -1.1556, 0.2674)
H (-3.9357, -2.7200, -1.4036)
H (-2.4365, -3.7082, -3.1102)
H (-0.0406, -3.1087, -3.1150)
H (0.3868, -2.5718, 1.5766)
H (4.2927, -1.2559, 2.7232)
H (3.7901, 0.9881, 1.8045)
H (1.7568, 2.4936, 1.3196)
H (-0.4785, 3.0701, -0.6925)
H (-2.5007, 2.5523, -2.0424)
H (-2.4310, 0.8438, -5.2847)
H (-3.4446, 1.7038, -4.1141)
H (-3.0419, 0.0052, -3.8607)
H (-0.0988, 0.2445, -4.7125)
H (1.9076, 0.7665, -3.3385)

Forces on the atoms, in the same order (eV/Å):
C 0.371 0.127 0.209
O -0.408 -0.069 -0.091
C -0.104 0.137 -0.093
O 0.034 0.163 0.134
C -0.006 -0.042 0.094
N -0.126 -0.063 -0.010
C -0.001 0.149 -0.019
C 0.117 0.083 0.024
C -0.011 -0.051 -0.036
C -0.030 -0.038 -0.060
C -0.040 0.019 0.001
C 0.137 0.041 0.005
C -0.069 -0.092 -0.047
Cl -0.057 -0.434 -0.301
C 0.245 0.318 0.269
C 0.195 0.045 0.058
C -0.176 -0.164 0.033
Br -0.009 0.112 -0.058
C 0.049 0.017 0.006
C -0.114 -0.045 -0.034
C -0.088 -0.972 0.164
N 0.425 0.574 -0.786
S -0.163 0.049 0.167
O -0.243 -0.092 -0.082
O -0.252 0.171 0.145
C 0.447 0.010 0.327
C -0.135 0.155 -0.110
C 0.141 0.040 0.076
C 0.096 0.001 -0.035
C -0.010 -0.055 0.033
C -0.018 0.145 0.075
C 0.157 0.058 -0.108
H 0.019 -0.024 -0.046
H -0.079 -0.096 0.058
H -0.009 0.037 -0.030
H 0.017 -0.039 0.135
H 0.123 0.113 -0.016
H -0.038 0.035 -0.041
H -0.029 -0.254 0.166
H -0.047 0.028 0.040
H -0.099 -0.026 0.004
H -0.019 -0.072 -0.074
H 0.097 -0.044 -0.085
H -0.047 -0.105 0.008
H 0.055 -0.016 0.031
H 0.105 0.065 -0.009
H -0.022 0.234 0.039
H -0.126 0.044 0.138
H -0.105 0.055 0.031
H -0.035 -0.012 -0.091
H -0.089 0.031 -0.030
H -0.084 -0.067 -0.019
H 0.019 -0.072 -0.105
H 0.040 -0.113 -0.053

These are the Löwdin partial charges, in e, on atoms 1 to 4:
1 C -0.0315
2 O -0.0413
3 C -0.4972
4 O 0.1080